No. 1
Formula: C4H6FNO2
Source: the Open Molecules 2025 dataset
Level of theory: ωB97M-V/def2-TZVPD

Results
Energy above the lowest of the compared OMol25 structures with the same formula, charge and spin, kcal/mol: 40.4
Largest force on an atom, eV/A: 4.93
Calculated total energy, Eh: -461.06950
HOMO energy, eV: -9.9
2S+1: 1

CARTESIAN COORDINATES (ANGSTROEM)
C  1.1335  -1.7020  -0.0144
C  1.1985  -0.4415  -0.0078
C  -1.2765  -0.3289  -0.4149
C  -0.0262  0.4972  -0.4761
N  -0.2626  1.6172  0.3340
O  -2.2713  0.3133  0.1351
O  -1.4412  -1.4609  -0.7877
F  2.1103  0.1736  0.7900
H  1.9737  -2.2868  0.3285
H  0.2916  -2.2433  -0.4724
H  0.3692  0.7359  -1.5166
H  -0.1902  1.4399  1.4278
H  -1.9272  1.2523  0.3725
H  0.3184  2.4341  0.3021

Cartesian forces, eV/Å:
C 0.322 -4.712 -1.003
C -2.316 3.719 1.397
C -1.147 -0.886 -0.740
C 4.037 -1.627 -0.921
N 0.217 1.887 4.549
O -0.815 1.886 0.917
O 0.174 0.000 -0.507
F 0.233 0.666 -0.725
H 0.043 -0.030 0.393
H 0.836 0.512 0.180
H -1.392 0.228 1.039
H -0.235 -0.291 -2.972
H -0.429 -1.469 -0.560
H 0.472 0.116 -1.047

No. 2
Formula: C24H68ClN4O16
Source: the Open Molecules 2025 dataset
Level of theory: ωB97M-V/def2-TZVPD

Results
Largest force on an atom, eV/A: 5.10
Calculated total energy, Eh: -2837.71501
Net charge: -1
HOMO energy, eV: -5.9
2S+1: 1

CARTESIAN COORDINATES (ANGSTROEM)
Cl  -1.1234  2.2529  0.0446
O  -0.3389  1.4304  0.9645
O  -0.9796  3.6413  0.2738
O  -0.4721  1.9395  -1.2368
O  -2.5007  1.9362  0.1074
O  -1.3158  3.6883  -5.2667
H  -1.4870  3.4630  -4.3522
H  -2.1755  3.9108  -5.6240
O  -5.6831  -0.9761  -2.5848
H  -6.3940  -0.8478  -1.9569
H  -4.8846  -0.8469  -2.0730
O  2.6178  0.6898  -4.7243
H  2.6008  -0.1824  -5.1182
H  1.8462  0.7126  -4.1583
O  3.4405  4.0610  -2.4233
H  3.2875  3.6371  -1.5788
H  3.0310  4.9219  -2.3374
C  3.4401  5.9024  3.1289
O  4.0965  4.6799  3.2660
C  4.1370  3.8284  2.0981
C  4.3360  2.3167  2.4329
N  4.2260  1.5127  1.2466
C  4.8918  0.2123  1.5622
C  4.1620  -0.5117  2.6738
O  4.8235  -1.7737  2.8580
C  4.0660  -2.6328  3.8051
H  2.9097  6.2344  4.0213
H  2.6993  6.0351  2.3404
H  4.2063  6.6480  2.9165
H  4.9647  4.2142  1.5030
H  3.1613  3.8433  1.6124
H  3.4583  2.1078  3.0445
H  5.1929  2.0727  3.0610
H  3.2445  1.2756  1.2212
H  5.8869  0.4800  1.9175
H  4.8946  -0.3412  0.6231
H  3.0866  -0.6296  2.5407
H  4.1520  -0.0010  3.6367
H  4.5051  -3.6304  3.8049
H  3.0888  -2.6423  3.3223
H  4.0553  -2.1335  4.7740
C  -1.9053  -9.8411  10.2449
O  -2.1167  -9.3190  9.0313
C  -1.0854  -9.6045  8.0085
C  -1.4121  -9.0366  6.5400
N  -2.0298  -7.6125  6.6334
C  -2.1544  -7.2260  5.2345
C  -2.5181  -5.7705  5.1971
O  -1.3703  -5.1257  5.8011
C  -1.3154  -3.7226  5.6019
H  -2.0493  -10.9206  10.2885
H  -2.6820  -9.3447  10.8267
H  -0.8765  -9.6967  10.5748
H  -1.0549  -10.6742  7.8014
H  -0.0887  -9.3639  8.3783
H  -2.2359  -9.6189  6.1271
H  -0.4934  -9.0712  5.9543
H  -1.3131  -7.0657  7.0889
H  -2.9868  -7.7496  4.7642
H  -1.2067  -7.3183  4.7042
H  -3.3127  -5.5288  5.9031
H  -2.7773  -5.4299  4.1947
H  -0.3895  -3.3072  5.9997
H  -2.2101  -3.2447  6.0012
H  -1.0740  -3.6270  4.5433
C  1.0326  8.4792  -3.8689
O  0.0378  7.4704  -3.4171
C  -1.2149  7.9652  -3.8047
C  -2.2867  7.5001  -2.8652
N  -3.6028  7.9466  -3.4538
C  -4.5867  7.7663  -2.3873
C  -6.0199  8.1510  -2.8039
O  -6.4284  7.0433  -3.6441
C  -7.1509  6.0611  -2.9581
H  1.9508  8.4121  -3.2855
H  0.7662  9.5227  -4.0375
H  1.4110  8.3073  -4.8766
H  -1.3598  7.7790  -4.8688
H  -1.1866  9.0546  -3.7830
H  -2.0937  7.7588  -1.8241
H  -2.3921  6.4193  -2.9590
H  -3.6077  8.9416  -3.6272
H  -4.3450  8.4761  -1.5962
H  -4.4180  6.8354  -1.8459
H  -5.9912  8.9641  -3.5293
H  -6.6780  8.3060  -1.9490
H  -8.1141  6.4791  -2.6657
H  -6.5812  5.5704  -2.1689
H  -7.2229  5.1855  -3.6032
C  -0.6445  -3.5351  -1.6206
O  0.3927  -3.7790  -2.6564
C  1.7397  -3.4392  -2.1791
C  2.7159  -3.7593  -3.3673
N  2.3873  -3.0021  -4.5458
C  2.9184  -3.5549  -5.7395
C  2.2068  -2.7946  -6.8557
O  0.8067  -2.8798  -6.9309
C  0.2045  -2.0601  -7.9141
H  -0.5179  -4.3773  -0.9402
H  -1.5384  -3.5946  -2.2414
H  -0.5749  -2.6059  -1.0551
H  1.8931  -4.1240  -1.3451
H  1.7772  -2.4458  -1.7320
H  2.9839  -4.7668  -3.6853
H  3.6933  -3.3726  -3.0789
H  1.3927  -3.1479  -4.4477
H  2.7505  -4.6263  -5.8488
H  3.9787  -3.3023  -5.7456
H  2.4738  -3.2501  -7.8093
H  2.5165  -1.7511  -6.7978
H  0.7801  -2.0969  -8.8390
H  0.0801  -1.0044  -7.6734
H  -0.8294  -2.4045  -7.9372

Cartesian forces, eV/Å:
Cl 3.682 -1.757 -1.401
O -0.918 0.619 0.991
O 0.284 1.595 0.821
O -1.556 0.342 -0.207
O -1.434 -0.861 -0.217
O 0.125 0.057 -0.279
H 0.099 -0.128 0.407
H -0.203 0.063 -0.075
O -0.125 -0.155 -0.248
H -0.151 0.061 0.140
H 0.306 0.128 0.114
O 0.264 0.195 -0.218
H -0.036 -0.376 0.075
H -0.226 0.104 0.233
O 0.315 0.068 -0.193
H -0.109 -0.248 0.218
H -0.223 0.153 -0.015
C 0.370 1.201 -0.392
O -0.626 -1.586 0.236
C 0.499 -0.071 0.738
C -1.366 2.086 1.203
N 0.806 -1.080 0.282
C -0.874 1.180 -0.350
C 0.530 -1.235 0.786
O -0.655 -0.787 0.896
C 0.641 1.693 -2.116
H 0.242 -0.496 0.417
H -0.047 -0.805 -0.390
H 0.057 0.435 -0.005
H -0.209 -0.193 -0.631
H 0.118 0.397 -0.447
H 0.025 -0.002 0.653
H 0.332 0.321 -0.328
H -0.347 0.112 -0.762
H 0.199 -0.428 -0.361
H 0.283 -0.397 0.320
H -0.277 -0.316 -0.902
H 0.601 0.504 0.116
H 0.097 0.267 0.131
H -0.429 -0.463 0.666
H -0.117 -0.307 0.171
C 0.174 -0.854 1.443
O 0.967 1.045 -4.894
C -1.471 -0.211 -0.698
C -1.608 1.719 3.442
N 1.357 -3.095 -0.709
C -0.667 1.340 0.576
C 0.906 0.791 1.289
O 0.139 0.026 -0.202
C 0.833 -0.893 -0.807
H -0.265 -0.440 -0.026
H 0.455 -0.214 0.819
H 0.128 0.463 0.570
H -0.045 -0.435 0.443
H -0.010 0.590 0.094
H 0.415 -0.317 -0.189
H -0.039 -0.078 -0.169
H -0.006 0.545 -0.128
H 0.265 -0.518 -0.059
H -0.024 -0.313 -0.460
H -0.641 -0.320 -0.311
H 0.324 0.288 -0.125
H -0.219 -0.241 0.905
H 0.067 0.352 -0.374
H -1.029 0.783 -0.439
C 0.848 -1.557 -0.464
O 1.991 2.668 -0.534
C 0.154 0.637 -0.061
C -1.348 -0.697 -2.260
N 0.328 -0.576 1.285
C -0.236 1.974 0.920
C 1.455 -2.649 -1.360
O -0.622 0.546 0.076
C 0.535 -0.651 -0.481
H -0.394 -0.033 0.524
H -0.960 0.072 1.159
H -0.278 -0.991 -0.401
H -0.613 -0.673 -0.052
H -0.145 0.410 0.347
H -0.040 0.339 0.016
H 0.429 -0.175 0.450
H 0.384 0.279 -0.177
H 0.203 0.456 0.536
H -0.679 -0.512 -0.623
H -0.018 0.469 0.528
H -0.125 0.116 -0.094
H -0.166 -0.468 0.350
H 0.019 0.664 0.889
H -0.676 0.318 -0.568
C 1.346 -1.117 -1.702
O 0.334 1.659 1.274
C -1.032 -2.276 -1.051
C 1.965 1.648 1.382
N -1.622 0.014 1.797
C -1.466 0.927 -0.576
C 0.672 -0.184 -1.666
O -0.669 -0.008 1.468
C -0.167 -0.140 0.593
H -0.541 -0.011 0.268
H -0.254 0.040 0.654
H 0.241 0.232 -0.412
H 0.584 -0.195 0.117
H 0.162 0.359 -0.727
H -0.970 -0.836 0.786
H 0.348 -0.029 0.674
H -0.780 0.585 -1.470
H 0.142 -0.390 0.034
H 0.139 -0.258 -0.458
H 1.036 0.313 -0.359
H 0.110 0.172 -0.157
H -0.337 -0.320 -0.390
H 0.606 0.255 0.583
H 0.152 -0.308 -0.732

No. 3
Formula: C9H12Cl2InN3O3PSc
Source: the Open Molecules 2025 dataset
Level of theory: ωB97M-V/def2-TZVPD

Results
Energy above the lowest of the compared OMol25 structures with the same formula, charge and spin, kcal/mol: 61.0
Largest force on an atom, eV/A: 7.92
Calculated total energy, Eh: -2950.93992
Net charge: +4
HOMO energy (alpha / beta), eV: -22.5 / -21.8
2S+1: 1

CARTESIAN COORDINATES (ANGSTROEM)
In  -0.1220  0.4507  -4.6794
Sc  0.5101  0.7357  -1.8503
Cl  -0.8125  -1.0944  -2.9269
Cl  -0.6793  2.4790  -3.4136
C  1.5418  2.3512  -1.1511
C  0.4634  -1.2545  -5.9067
C  0.5532  1.6301  -6.3709
O  2.1196  3.2231  -0.7333
O  0.7917  -2.1779  -6.5185
O  0.9317  2.2906  -7.2414
C  0.6002  -1.3152  3.0292
N  1.1792  -0.1268  2.3297
C  0.2930  1.0550  2.5197
N  -1.1271  0.8176  2.1453
C  -1.6377  -0.4064  2.8462
N  -0.7887  -1.5973  2.5766
C  -0.8298  -1.9817  1.1383
P  -0.2092  -0.6634  0.0737
C  1.4174  -0.4096  0.8926
C  -1.2879  0.7081  0.6625
H  0.5950  -1.0988  4.1042
H  1.2290  -2.1893  2.8407
H  0.6865  1.9052  1.9514
H  0.3163  1.3158  3.5856
H  -2.6616  -0.6124  2.5213
H  -1.6365  -0.2000  3.9244
H  -0.2032  -2.8583  0.9898
H  -1.8584  -2.2035  0.8626
H  1.9611  0.4270  0.4362
H  2.0044  -1.3332  0.7569
H  -2.3338  0.4729  0.4066
H  -1.0057  1.6604  0.1985

Cartesian forces, eV/Å:
In -0.733 0.312 1.287
Sc -2.289 -3.173 -2.463
Cl -0.360 0.026 -0.877
Cl 0.242 -0.681 0.437
C 3.613 5.565 2.563
C 1.935 -6.233 -4.095
C 2.260 4.690 -5.972
O -1.092 -1.521 -0.852
O -1.603 4.567 3.029
O -1.888 -3.381 4.432
C 0.858 -0.356 0.914
N -1.220 -0.504 -0.883
C -0.152 -0.305 0.567
N 0.650 -1.361 -0.935
C -0.974 0.417 0.762
N 1.285 2.769 -2.167
C -0.535 -1.150 1.270
P 0.155 0.194 0.180
C -0.253 0.128 1.242
C 0.031 -0.057 1.565
H -0.102 -0.118 -0.246
H -0.061 0.112 0.072
H -0.069 -0.134 0.090
H 0.004 -0.029 -0.221
H 0.127 0.072 0.081
H 0.027 -0.143 -0.278
H -0.047 -0.275 0.001
H -0.146 -0.196 -0.027
H 0.310 -0.041 0.277
H -0.010 0.357 0.083
H 0.277 0.213 0.017
H -0.239 0.236 0.144